Entry from the OMol25 dataset: a cluster of 2 separate species, CHBrFNO in total in a non-equilibrium geometry (ωB97M-V/def2-TZVPD).

- highest occupied orbital energy (alpha / beta) (Ha) = -0.3180 / -0.3180
- maximum force (Eh/bohr) = 0.1028
- DFT total energy (eV) = -77346.0814
- ΔE to the lowest compared entry with this formula, charge and spin (kcal/mol) = 33.77
- Kohn-Sham gap (alpha / beta) (eV) = 7.804 / 7.803
- LUMO level (alpha / beta) (eV) = -0.8500 / -0.8512

Geometry as ORCA input:
```
! wB97M-V def2-TZVPD RIJCOSX def2/J DEFGRID3
* xyz 0 1
C 0.170 -0.472 -0.420
N 0.024 0.871 -2.303
O -0.968 0.539 -2.825
F 1.378 -0.990 -0.541
Br -1.244 -1.730 -1.029
H -0.160 -0.202 0.508
*
```



Entry from the OMol25 dataset: a structure of composition CHBrI2O2S in a non-equilibrium geometry (ωB97M-V/def2-TZVPD).

- highest occupied orbital energy (Ha) = -0.3515
- maximum force (Eh/bohr) = 0.0873
- DFT total energy (eV) = -102225.3638
- ΔE to the lowest compared entry with this formula, charge and spin (kcal/mol) = 12.33
- Kohn-Sham gap (eV) = 8.754
- LUMO level (eV) = -0.8119

Geometry as ORCA input:
```
! wB97M-V def2-TZVPD RIJCOSX def2/J DEFGRID3
* xyz 0 1
C 0.134 -0.059 0.913
O -0.950 -1.370 -1.295
O -0.802 1.066 -1.405
S -0.273 -0.140 -0.985
Br 1.698 -0.213 -1.810
I 0.995 1.787 1.139
I -1.612 -0.060 2.148
H 0.808 -1.010 1.295
*
```



Entry from the OMol25 dataset: a structure of composition CHCaLiO2 in a non-equilibrium geometry (ωB97M-V/def2-TZVPD).

- highest occupied orbital energy (alpha / beta) (Ha) = -0.6377 / -0.5943
- maximum force (Eh/bohr) = 0.1356
- DFT total energy (eV) = -23770.2347
- ΔE to the lowest compared entry with this formula, charge and spin (kcal/mol) = 132.91
- Kohn-Sham gap (alpha / beta) (eV) = 7.209 / 7.097
- LUMO level (alpha / beta) (eV) = -10.1425 / -9.0763

Geometry as ORCA input:
```
! wB97M-V def2-TZVPD RIJCOSX def2/J DEFGRID3
* xyz 2 1
H 1.305 -0.244 -0.893
O 0.686 0.184 -0.293
C 0.326 -0.959 0.139
O -0.469 -1.664 0.549
Li -0.198 1.969 -0.665
Ca -1.651 0.714 1.162
*
```



Entry from the OMol25 dataset: the molecule CHCl3 (ωB97M-V/def2-TZVPD).

- highest occupied orbital energy (Ha) = -0.4103
- maximum force (Eh/bohr) = 0.0097
- DFT total energy (eV) = -38620.3499
- ΔE to the lowest compared entry with this formula, charge and spin (kcal/mol) = 0.12
- SMILES string = ClC(Cl)Cl
- Kohn-Sham gap (eV) = 11.924
- LUMO level (eV) = 0.7580

Geometry as ORCA input:
```
! wB97M-V def2-TZVPD RIJCOSX def2/J DEFGRID3
* xyz 0 1
C 0.092 -0.059 0.017
Cl -0.897 -1.004 -1.085
Cl -0.632 0.028 1.599
Cl 0.379 1.574 -0.622
H 1.058 -0.539 0.091
*
```



Entry from the OMol25 dataset: a cluster of 2 separate species, CHCl3F2Si in total in a non-equilibrium geometry (ωB97M-V/def2-TZVPD).

- highest occupied orbital energy (Ha) = -0.3533
- maximum force (Eh/bohr) = 0.0390
- DFT total energy (eV) = -51935.1507
- ΔE to the lowest compared entry with this formula, charge and spin (kcal/mol) = 34.62
- Kohn-Sham gap (eV) = 8.519
- LUMO level (eV) = -1.0938

Geometry as ORCA input:
```
! wB97M-V def2-TZVPD RIJCOSX def2/J DEFGRID3
* xyz 0 1
C -3.446 -0.042 0.188
F 2.749 -0.378 -1.472
F 3.234 -0.307 0.960
Si 2.013 -0.257 -0.064
Cl -2.067 0.858 0.475
Cl 0.830 -1.811 0.220
Cl -4.739 0.887 -0.322
H 1.427 1.050 0.016
*
```



Entry from the OMol25 dataset: a cluster of 2 separate species, CHCl3FOP in total in a non-equilibrium geometry (ωB97M-V/def2-TZVPD).

- highest occupied orbital energy (alpha / beta) (Ha) = -0.4238 / -0.3474
- maximum force (Eh/bohr) = 0.0503
- DFT total energy (eV) = -52672.6145
- ΔE to the lowest compared entry with this formula, charge and spin (kcal/mol) = 91.95
- Kohn-Sham gap (alpha / beta) (eV) = 10.397 / 5.836
- LUMO level (alpha / beta) (eV) = -1.1342 / -3.6161

Geometry as ORCA input:
```
! wB97M-V def2-TZVPD RIJCOSX def2/J DEFGRID3
* xyz 0 1
C 0.977 0.414 0.050
O -1.444 -0.524 1.098
F 1.657 0.707 1.166
P -0.770 0.154 -0.018
Cl 0.283 -2.737 0.604
Cl -0.968 -0.560 -1.799
Cl -1.220 2.077 -0.135
H 1.485 0.469 -0.966
*
```